Record 1
{
  "formula": "C8H12O",
  "method": "wB97M-V/def2-TZVPD",
  "e_tot_ha": -387.08560,
  "de_lowest_kcal_mol": 111.3,
  "homo_energy_ev": -8.4,
  "homo_lumo_gap_ev": 9.1,
  "elements": ["O", "C", "C", "C", "C", "C", "C", "C", "C", "H", "H", "H", "H", "H", "H", "H", "H", "H", "H", "H", "H"],
  "xyz": [[1.344, 1.379, 0.915], [-0.129, 1.464, 1.115], [-0.777, 1.306, -0.290], [0.034, 0.810, -1.365], [0.835, -0.355, -1.477], [0.484, -1.788, -1.097], [-0.712, -1.860, -0.198], [-0.359, -1.067, 1.058], [-1.067, 0.298, 0.935], [1.930, 1.508, 1.933], [-0.480, 2.377, 1.605], [-1.653, 1.832, -0.272], [0.595, 1.676, -1.795], [1.771, -0.372, -2.174], [1.431, -2.189, -0.648], [0.009, -2.406, -1.816], [-1.482, -1.454, -0.909], [-0.819, -2.914, 0.091], [-0.669, -1.469, 2.077], [0.762, -0.875, 1.059], [-2.006, 0.407, 1.452]]
}

---

Record 2
{
  "formula": "C40H32AsF4N5O2SSc",
  "method": "wB97M-V/def2-TZVPD",
  "e_tot_ha": -5761.68770,
  "de_lowest_kcal_mol": 0.0,
  "homo_energy_ev": -10.4,
  "total_charge": 1,
  "homo_lumo_gap_ev": 6.7,
  "elements": ["Sc", "C", "N", "C", "C", "C", "N", "C", "C", "F", "C", "F", "C", "C", "F", "C", "F", "H", "H", "H", "H", "H", "H", "H", "H", "H", "H", "H", "O", "N", "O", "C", "C", "C", "C", "C", "C", "N", "C", "C", "N", "C", "C", "C", "C", "H", "H", "H", "H", "H", "H", "H", "S", "C", "C", "C", "C", "C", "C", "As", "C", "C", "C", "C", "C", "C", "C", "C", "C", "C", "C", "C", "H", "H", "H", "H", "H", "H", "H", "H", "H", "H", "H", "H", "H", "H"],
  "xyz": [[-0.740, 0.254, 0.701], [-1.782, -2.329, 1.911], [-2.308, -0.950, 2.038], [-3.744, -0.893, 1.699], [-2.122, -0.432, 3.384], [-0.667, -0.338, 3.746], [0.063, 0.280, 2.654], [1.290, 0.809, 2.970], [1.850, 1.637, 2.000], [1.173, 1.722, 0.833], [3.038, 2.330, 2.165], [3.461, 3.136, 1.178], [3.781, 2.227, 3.339], [3.220, 1.406, 4.319], [3.864, 1.301, 5.489], [2.064, 0.711, 4.163], [1.668, -0.047, 5.209], [-2.402, -2.941, 2.576], [-0.729, -2.348, 2.089], [-1.904, -2.627, 0.907], [-4.333, -1.420, 2.460], [-3.881, -1.274, 0.702], [-4.099, 0.160, 1.698], [-2.779, -0.927, 4.174], [-2.506, 0.582, 3.330], [-0.306, -1.362, 4.012], [-0.563, 0.228, 4.654], [4.736, 2.773, 3.452], [-3.927, 6.177, -3.350], [-3.576, 6.010, -2.191], [-3.675, 6.801, -1.267], [-2.811, 4.758, -1.908], [-2.161, 4.214, -2.945], [-1.286, 3.111, -2.773], [-0.384, 2.748, -3.749], [0.565, 1.789, -3.422], [0.648, 1.271, -2.140], [-0.286, 1.588, -1.226], [-1.218, 2.523, -1.510], [-2.049, 2.997, -0.469], [-1.869, 2.292, 0.731], [-2.420, 2.803, 1.782], [-3.291, 3.918, 1.764], [-3.600, 4.491, 0.555], [-2.865, 4.093, -0.595], [-2.143, 4.756, -3.871], [-0.473, 3.165, -4.777], [1.259, 1.475, -4.151], [1.466, 0.679, -1.795], [-2.279, 2.316, 2.784], [-3.703, 4.215, 2.680], [-4.287, 5.336, 0.492], [-2.141, -0.998, -0.981], [-1.137, -1.349, -2.486], [-1.800, -1.205, -3.694], [-1.239, -1.683, -4.842], [0.008, -2.284, -4.774], [0.703, -2.357, -3.610], [0.153, -1.874, -2.380], [0.942, -1.748, -0.623], [0.931, -3.633, -0.115], [1.843, -4.080, 0.819], [1.660, -5.353, 1.344], [0.623, -6.174, 0.888], [-0.244, -5.724, -0.098], [-0.087, -4.469, -0.597], [2.816, -1.274, -0.729], [3.496, -0.899, 0.427], [4.819, -0.409, 0.288], [5.439, -0.353, -0.944], [4.750, -0.735, -2.082], [3.455, -1.129, -1.930], [-2.782, -0.769, -3.685], [-1.808, -1.684, -5.801], [0.435, -2.679, -5.728], [1.666, -2.838, -3.656], [2.630, -3.431, 1.198], [2.309, -5.661, 2.112], [0.542, -7.205, 1.271], [-1.117, -6.318, -0.411], [-0.796, -4.075, -1.341], [3.075, -0.856, 1.430], [5.328, -0.059, 1.174], [6.422, 0.077, -1.010], [5.175, -0.611, -3.064], [2.955, -1.352, -2.869]]
}

---

Record 3
{
  "formula": "C6H9N3",
  "method": "wB97M-V/def2-TZVPD",
  "e_tot_ha": -398.17339,
  "de_lowest_kcal_mol": 64.0,
  "homo_energy_ev": -7.3,
  "homo_lumo_gap_ev": 6.8,
  "elements": ["C", "C", "C", "C", "C", "C", "N", "N", "N", "H", "H", "H", "H", "H", "H", "H", "H", "H"],
  "xyz": [[1.391, -1.094, -0.342], [1.341, 0.246, -0.301], [0.068, -1.607, -0.204], [-1.906, -0.183, 0.485], [2.477, 1.195, -0.329], [-2.539, 1.165, 0.592], [0.095, 0.719, -0.158], [-0.656, -0.342, 0.105], [-0.314, -2.849, -0.311], [2.133, -1.806, -0.570], [-2.658, -0.942, 0.564], [2.233, 2.297, -0.390], [3.135, 0.978, 0.568], [3.154, 1.042, -1.169], [-2.201, 2.003, -0.111], [-2.383, 1.709, 1.500], [-3.682, 1.022, 0.409], [0.313, -3.553, -0.336]]
}

---

Record 4
{
  "formula": "C5H10O2",
  "method": "wB97M-V/def2-TZVPD",
  "e_tot_ha": -346.91634,
  "de_lowest_kcal_mol": 68.5,
  "homo_energy_ev": -9.4,
  "homo_lumo_gap_ev": 10.4,
  "elements": ["C", "C", "O", "C", "C", "C", "O", "H", "H", "H", "H", "H", "H", "H", "H", "H", "H"],
  "xyz": [[-1.015, -1.742, 1.177], [0.194, -0.934, 0.785], [1.327, -1.367, 0.827], [-0.046, 0.494, 0.320], [0.415, 0.819, -1.109], [-1.079, 1.059, -1.370], [-1.415, 0.778, 0.002], [-0.696, -2.706, 1.579], [-1.615, -1.196, 1.912], [-1.659, -1.890, 0.304], [0.340, 1.170, 1.097], [1.053, 1.702, -1.193], [0.878, -0.014, -1.642], [-1.561, 0.352, -2.057], [-1.358, 2.081, -1.650], [3.402, 0.962, 0.466], [2.972, 0.358, 0.550]]
}

---

Record 5
{
  "formula": "CH3NO",
  "method": "wB97M-V/def2-TZVPD",
  "e_tot_ha": -169.74155,
  "de_lowest_kcal_mol": 104.2,
  "homo_energy_ev": [-10.3, -10.3],
  "homo_lumo_gap_ev": [8.9, 8.9],
  "elements": ["C", "N", "O", "H", "H", "H"],
  "xyz": [[-0.337, 0.094, 0.020], [-1.555, 0.693, 0.133], [-2.607, -0.219, -0.103], [0.378, 0.755, 0.476], [0.080, 0.018, -1.066], [-0.200, -1.084, 0.209]]
}

---

Record 6
{
  "formula": "C4H5GaO2",
  "method": "wB97M-V/def2-TZVPD",
  "e_tot_ha": -2229.68559,
  "de_lowest_kcal_mol": 0.0,
  "homo_energy_ev": -19.4,
  "total_charge": 2,
  "homo_lumo_gap_ev": 8.3,
  "elements": ["H", "O", "C", "C", "C", "C", "O", "Ga", "H", "H", "H", "H"],
  "xyz": [[1.536, 2.618, -1.795], [-0.282, 1.407, 0.053], [-0.816, -0.835, 0.436], [-0.991, -1.805, 1.365], [-0.976, 0.533, 0.685], [0.448, -1.383, -0.333], [1.297, -0.503, -0.732], [1.372, 1.184, -1.161], [-0.492, 2.325, 0.296], [0.451, -2.315, 0.700], [-1.560, 0.863, 1.550], [0.011, -2.088, -1.065]]
}

---

Record 7
{
  "formula": "C18H23N3O2S",
  "method": "wB97M-V/def2-TZVPD",
  "e_tot_ha": -1412.67689,
  "de_lowest_kcal_mol": 24.9,
  "homo_energy_ev": -8.3,
  "homo_lumo_gap_ev": 8.6,
  "elements": ["C", "C", "N", "C", "C", "N", "C", "O", "C", "S", "C", "C", "C", "O", "N", "C", "C", "C", "C", "C", "C", "C", "C", "C", "H", "H", "H", "H", "H", "H", "H", "H", "H", "H", "H", "H", "H", "H", "H", "H", "H", "H", "H", "H", "H", "H", "H"],
  "xyz": [[1.170, 4.290, -3.086], [1.787, 3.394, -2.018], [1.866, 2.008, -2.450], [0.572, 1.352, -2.483], [0.719, -0.040, -3.102], [1.662, -0.816, -2.333], [1.424, -1.904, -1.579], [2.290, -2.444, -0.915], [0.018, -2.489, -1.605], [-1.253, -1.402, -0.883], [-1.036, -1.548, 0.863], [0.003, -2.189, 1.439], [0.120, -2.330, 2.873], [1.037, -2.922, 3.415], [-0.893, -1.748, 3.633], [-0.789, -1.894, 5.070], [-1.944, -1.063, 3.080], [-2.933, -0.474, 3.881], [-3.984, 0.212, 3.316], [-4.090, 0.336, 1.935], [-3.133, -0.237, 1.131], [-2.055, -0.939, 1.678], [2.953, -0.162, -2.254], [2.786, 1.228, -1.642], [1.651, 4.102, -4.042], [1.317, 5.332, -2.817], [0.103, 4.115, -3.192], [1.222, 3.492, -1.073], [2.809, 3.730, -1.831], [-0.111, 1.938, -3.097], [0.138, 1.254, -1.470], [-0.254, -0.524, -3.150], [1.117, 0.068, -4.117], [0.020, -3.428, -1.051], [-0.317, -2.673, -2.626], [0.815, -2.631, 0.886], [0.113, -2.476, 5.260], [-1.653, -2.427, 5.468], [-0.697, -0.921, 5.554], [-2.879, -0.553, 4.954], [-4.732, 0.656, 3.955], [-4.916, 0.875, 1.499], [-3.201, -0.151, 0.057], [3.610, -0.779, -1.640], [3.364, -0.070, -3.263], [3.755, 1.730, -1.626], [2.429, 1.123, -0.601]]
}